DFT (wB97M-V/def2-TZVPD) results for a cluster of 16 separate species, C34H62BrCl30N2O6S in total.

Charge: +1
F_max, eV/Å: 2.291
HOMO level, eV: -11.54
Orbital gap, eV: 8.386
Calculated total energy, Ha: -18671.31991

Each line ends with the Mulliken charge.
Positions of all 136 atoms, in Å:
C -1.531 3.359 -0.958  -1.2708
H 9.188 -10.286 -1.035  0.2912
H 4.064 3.333 -7.952  0.1580
H -3.611 -0.361 2.935  0.6013
O -2.792 -2.524 2.826  -0.4387
Cl 9.659 11.026 2.697  -0.1445
H -0.540 3.535 -0.544  0.6047
H -1.829 -3.485 1.337  0.2223
H -6.264 1.051 -2.894  0.2412
C -4.685 -0.469 1.088  -0.5074
H 0.960 -4.743 3.035  0.2242
O 1.137 2.419 -1.861  -0.5876
H -13.912 -1.477 2.571  0.3232
H -13.679 -0.699 0.989  0.0465
Cl 6.909 5.121 -3.191  -0.1422
O 1.784 -5.604 1.326  -0.1416
C 7.861 9.210 -2.664  0.0895
Cl 13.970 13.804 2.916  -0.1550
H -9.825 -0.672 2.256  0.1055
H 1.346 -8.554 2.768  0.4281
Cl 4.568 -7.452 -0.688  -0.2002
Cl -5.024 3.043 -2.686  -0.1359
C 1.202 -3.256 1.499  -0.1146
Cl 9.510 13.859 1.981  -0.1545
C 1.234 -7.479 2.803  -1.0192
H 6.140 -5.770 -0.202  0.2287
C -13.198 -0.998 1.912  -0.0336
Cl 3.136 5.129 -3.122  -0.1546
O 0.750 -7.396 0.480  -0.5088
Cl 3.383 2.999 -5.121  -0.2547
C -1.842 2.499 1.433  -2.1347
Cl -8.481 1.255 2.395  -0.1918
C 9.670 12.204 1.377  -0.0195
C -1.528 2.324 -2.086  -0.1237
Cl 3.143 -4.159 -1.284  -0.1059
H 5.105 4.168 -3.979  -0.0546
Cl 5.738 4.880 -7.366  -0.1410
H 5.911 4.503 -1.149  0.1957
S 0.086 1.970 -2.739  1.3902
H 6.850 -7.409 -0.080  -0.2692
H -4.941 -1.205 -2.136  0.2960
N -0.302 -1.433 0.679  0.1907
Cl -4.866 -7.346 1.933  -0.1400
C -3.375 -3.757 3.255  -0.5344
H -1.861 4.321 -1.351  0.4356
C -1.355 1.090 1.204  0.9530
N -5.265 -1.261 -1.176  -0.5162
H 1.538 -7.693 6.176  0.2293
H 1.193 -2.570 2.347  0.6325
H -3.678 -3.587 4.287  0.3206
H 11.866 12.872 3.397  -0.3495
C -9.113 -0.195 1.598  -0.1783
Cl 7.497 10.304 -1.320  -0.1417
C 6.929 4.695 -1.470  -0.2047
H 12.512 13.809 4.761  0.2619
H -4.267 -4.073 2.688  0.2029
H 3.055 -6.354 -2.115  0.0437
H -0.982 3.130 1.659  0.5657
H 10.607 12.118 0.840  0.3067
C -4.561 -0.205 -0.420  0.3260
C -0.056 0.932 0.720  -0.4937
C -3.548 0.112 1.957  -1.3722
H -3.253 3.782 0.355  0.4377
H 2.014 -7.023 3.413  0.3823
H -2.593 -4.525 3.267  0.2062
C 0.778 -8.440 6.370  -0.2605
H -15.562 1.925 2.092  0.2399
H -2.150 2.642 -2.923  0.6729
H 7.042 9.244 -3.373  0.2742
C 4.139 4.443 -4.405  0.1886
H -1.938 1.369 -1.764  -0.3963
C 9.299 -9.209 -1.050  -0.0766
H -3.528 -0.056 -0.764  -0.2885
H -3.142 2.142 -0.231  -0.3362
Cl 9.351 9.673 -3.490  -0.1614
C -4.829 -6.463 0.409  -0.4242
Cl 6.861 -6.586 -2.286  -0.1712
C -5.578 1.593 -3.536  -0.2500
H 1.146 2.746 -4.311  0.1777
Cl 1.001 -9.781 5.241  -0.1431
C 0.879 -4.679 1.947  -1.1585
H 0.900 -2.692 -0.529  1.0224
Cl 4.999 3.913 -10.027  -0.1536
H -6.075 1.896 -4.450  0.3685
O 0.150 0.553 -2.974  -0.6995
H 2.227 -3.259 1.133  0.5995
C -1.562 -1.317 1.186  0.9041
Cl -17.140 3.093 0.802  -0.1488
H -0.478 -3.478 0.122  0.8315
C 0.435 -0.328 0.460  0.0611
C -2.133 -0.067 1.441  0.3141
C -2.378 -2.554 1.488  -0.1064
H 0.873 -8.818 7.381  0.3289
Cl -4.222 0.534 -3.953  -0.1511
H -4.871 -1.527 1.279  0.5102
H 8.733 -8.781 -1.869  0.1288
C 0.282 -2.748 0.364  -2.8315
H -0.139 -4.941 1.637  0.5524
H 8.840 11.993 0.715  0.0134
H -5.118 0.713 -0.633  0.2201
C 12.750 13.096 3.981  0.3960
Cl 11.002 -8.811 -1.262  -0.1452
H 5.699 2.666 -8.163  0.3034
Cl 13.319 11.602 4.736  -0.1549
H 1.443 -5.599 -2.053  0.2144
C 6.196 -6.753 -0.657  0.4105
Cl 8.661 -8.558 0.474  -0.2062
H 7.537 3.808 -1.340  0.3224
H 0.283 -7.210 3.271  0.3005
C -2.550 2.980 0.144  0.4378
H 7.974 8.205 -2.274  -0.0656
Cl 2.603 -5.040 -4.022  -0.1772
H -4.965 -2.166 -0.823  0.1546
H -3.778 1.157 2.127  0.4248
H -14.809 2.814 0.748  0.2850
Br 2.202 -0.438 -0.181  -0.0248
Cl 7.599 5.994 -0.485  -0.1397
H -9.597 0.098 0.673  0.3212
C 5.067 3.534 -8.307  -0.1450
H -5.593 0.026 1.420  -0.0102
C 2.486 -5.449 -2.308  0.0561
H 4.270 5.182 -5.183  0.2598
H -3.924 -6.724 -0.127  0.2686
Cl -11.905 -2.150 1.543  -0.1573
Cl -4.835 -4.706 0.683  -0.0340
H 0.558 1.804 0.560  0.6447
Cl -7.819 -1.341 1.224  -0.0743
Cl -15.612 0.705 0.077  -0.1719
C -15.644 2.192 1.045  -0.1960
C 1.227 -6.867 1.428  0.4915
H -2.495 2.560 2.299  0.4823
Cl -0.814 -7.687 6.190  -0.1502
Cl -12.570 0.454 2.708  -0.1586
O 0.187 2.750 -4.109  -0.4087
H -3.210 -2.562 0.779  -0.3566
H -5.704 -6.725 -0.174  0.3461